Record 1
DFT (ωB97M-V/def2-TZVPD) results for the molecule C7H14N2 at a distorted geometry.

Computed properties:
* maximum force: 2.5 eV/Å
* relative energy (zero: lowest compared OMol25 entry of this formula, charge and spin): 15.6 kcal per mole
* SMILES string: [H]/N=C(/NC(=C)C)C(C)C
* E_tot: -384.607046 Eh

Element x y z (Å)
H (1.6083, -1.7815, -0.1755)
N (1.5878, -0.8267, 0.1914)
C (0.3750, -0.3955, 0.3225)
N (0.0550, 0.8531, 0.8141)
C (0.4768, 2.0761, 0.3090)
C (-0.2840, 3.1770, 0.4396)
C (1.7842, 2.1477, -0.4392)
C (-0.8285, -1.2667, -0.0609)
C (-0.6226, -1.9829, -1.3913)
C (-1.1839, -2.2246, 1.0653)
H (-0.8792, 0.9175, 1.2027)
H (-1.2388, 3.1540, 0.9541)
H (0.0162, 4.1277, 0.0125)
H (2.6164, 1.8694, 0.2154)
H (1.7746, 1.4826, -1.3088)
H (1.9848, 3.1585, -0.8119)
H (-1.6791, -0.5851, -0.2002)
H (-1.5755, -2.3705, -1.7663)
H (-0.2160, -1.2998, -2.1454)
H (0.0669, -2.8279, -1.2973)
H (-0.3954, -2.9660, 1.2268)
H (-2.1148, -2.7545, 0.8372)
H (-1.3281, -1.6820, 2.0061)

Löwdin charges in e: 0.045 0.158 -0.396 0.080 -0.395 0.022 -0.059 -0.385 -0.078 -0.071 0.135 0.047 0.050 0.081 0.074 0.075 0.131 0.082 0.084 0.075 0.084 0.081 0.080



Record 2
DFT (ωB97M-V/def2-TZVPD) results for the molecule C7H14N2 at a distorted geometry.

Computed properties:
* maximum force: 5.0 eV/Å
* relative energy (zero: lowest compared OMol25 entry of this formula, charge and spin): 105.0 kcal per mole
* SMILES string: CC1=C(C)N(C)N(C)C1
* E_tot: -384.464532 Eh

Element x y z (Å)
C (-0.5192, -1.7596, -1.7763)
C (-0.4161, -0.5736, -0.8195)
C (0.6240, 0.2553, -0.6632)
C (1.6325, 0.9400, -1.5104)
N (0.4067, 0.9294, 1.0228)
C (-0.3642, 2.3462, 0.8885)
N (-0.4194, -0.0301, 1.5090)
C (0.3939, -1.0975, 2.0297)
C (-1.2632, -0.5040, 0.4622)
H (-0.3669, -1.6093, -2.9174)
H (-1.4366, -2.3220, -1.6376)
H (0.3722, -2.3773, -1.4087)
H (1.0323, 1.3302, -2.3110)
H (2.3856, 0.2663, -1.9588)
H (2.1565, 1.7372, -1.0624)
H (0.1642, 3.2046, 0.5142)
H (-1.2350, 2.1589, 0.2616)
H (-0.7884, 2.7785, 1.8453)
H (0.0311, -1.9989, 1.5344)
H (1.4801, -0.8732, 1.8752)
H (0.0298, -1.2624, 3.0648)
H (-2.3072, 0.0071, 0.3736)
H (-1.5926, -1.5458, 0.6838)

Löwdin charges in e: -0.053 -0.251 -0.108 -0.054 -0.068 -0.047 -0.299 -0.076 -0.194 0.100 0.056 0.103 0.074 0.087 0.056 0.045 0.048 0.078 0.066 0.103 0.086 0.141 0.108



Record 3
DFT (ωB97M-V/def2-TZVPD) results for a cluster of 2 separate species, C7H14N2 in total at a distorted geometry.

Computed properties:
* maximum force: 2.0 eV/Å
* relative energy (zero: lowest compared OMol25 entry of this formula, charge and spin): 11.1 kcal per mole
* SMILES string: CCc1c[nH]cn1.CC
* E_tot: -384.614277 Eh

Element x y z (Å)
C (-0.1414, -2.5188, 0.0305)
C (-0.1589, -1.9896, -1.4186)
C (-0.8747, -0.6695, -1.4872)
C (-2.1458, -0.3362, -1.8440)
N (-2.3112, 0.9690, -1.4703)
C (-1.1160, 1.3930, -0.9657)
N (-0.2293, 0.4496, -0.9786)
H (-0.9380, -3.2195, 0.2356)
H (-0.2315, -1.6692, 0.7185)
H (0.8444, -2.8806, 0.3122)
H (0.8666, -1.8524, -1.7457)
H (-0.6805, -2.6655, -2.0988)
H (-2.8957, -0.9568, -2.3100)
H (-3.0968, 1.5570, -1.6832)
H (-1.0579, 2.4308, -0.6573)
C (1.5868, 2.0664, 2.3806)
C (2.0304, 0.9065, 1.4230)
H (0.6208, 1.8599, 2.8468)
H (2.3454, 2.2545, 3.1285)
H (1.3823, 2.9885, 1.8401)
H (2.9997, 0.5665, 1.7739)
H (1.8809, 1.2256, 0.3991)
H (1.3206, 0.0909, 1.5707)

Löwdin charges in e: -0.094 -0.189 -0.317 -0.071 0.040 -0.200 0.107 0.064 0.057 0.065 0.102 0.103 0.115 0.142 0.120 -0.164 -0.156 0.053 0.048 0.048 0.055 0.037 0.036